Record 1
ORCA calculation (wB97M-V/def2-TZVPD) on a cluster of 2 separate species, C35H46ClN2O8PS3 in total in a non-equilibrium geometry.

Each line ends with the Löwdin charge.
CARTESIAN COORDINATES (ANGSTROEM)
C  -8.597  -4.710  0.808  -0.114
C  -7.170  -4.103  0.638  -0.261
C  -7.308  -2.675  0.065  -0.235
C  -5.991  -2.112  -0.492  -0.204
C  -4.893  -1.930  0.611  -0.179
C  -3.855  -3.055  0.442  -0.192
C  -2.626  -2.924  1.367  -0.126
C  -1.743  -1.754  1.022  -0.140
C  -1.840  -0.608  1.784  0.025
C  -1.097  0.520  1.542  -0.165
C  -1.312  1.665  2.524  -0.145
C  -0.136  1.601  3.586  -0.151
C  0.815  2.826  3.555  -0.266
C  1.041  3.483  4.934  -0.469
S  2.612  2.931  5.673  0.973
C  2.456  3.474  7.346  -0.696
N  2.177  4.699  7.611  0.049
N  2.091  4.778  8.990  0.052
C  2.347  3.621  9.444  -0.184
O  2.590  2.717  8.451  0.045
C  -0.211  0.577  0.471  -0.102
C  0.575  1.832  0.149  -0.090
C  -0.083  2.574  -1.051  -0.165
C  -1.389  3.354  -0.727  -0.201
C  -2.587  2.549  -1.291  -0.246
S  -4.207  2.946  -0.624  0.332
O  -5.021  1.796  -0.872  -0.353
O  -4.749  4.131  -1.210  -0.330
Cl  -4.102  3.209  1.402  0.431
C  -0.091  -0.580  -0.281  -0.030
C  -0.825  -1.725  -0.012  -0.028
C  -0.581  -2.941  -0.885  -0.236
O  -1.457  -3.677  -1.296  0.129
C  0.874  -3.156  -1.232  -0.091
C  1.466  -4.390  -1.246  0.003
C  2.809  -4.486  -1.537  -0.045
C  3.530  -3.352  -1.823  -0.058
C  2.931  -2.115  -1.809  -0.240
P  3.982  -0.655  -2.159  0.774
O  5.385  -1.024  -1.824  -0.444
C  1.592  -2.014  -1.508  -0.101
C  0.878  -0.692  -1.438  -0.253
O  1.077  0.181  -2.264  0.091
H  -8.710  -5.209  1.774  0.063
H  -8.852  -5.373  -0.023  0.067
H  -9.336  -3.900  0.782  0.063
H  -6.620  -4.745  -0.057  0.103
H  -6.683  -4.105  1.618  0.097
H  -8.079  -2.751  -0.711  0.107
H  -7.672  -2.005  0.856  0.114
H  -5.640  -2.809  -1.265  0.105
H  -6.203  -1.169  -1.008  0.101
H  -4.479  -0.931  0.439  0.096
H  -5.437  -1.987  1.561  0.108
H  -3.607  -3.131  -0.615  0.097
H  -4.360  -3.995  0.702  0.108
H  -2.037  -3.842  1.240  0.117
H  -2.996  -2.901  2.397  0.121
H  -2.529  -0.610  2.625  0.134
H  -2.230  1.504  3.087  0.093
H  -1.239  2.642  2.056  0.059
H  0.479  0.725  3.356  0.113
H  -0.515  1.424  4.597  0.109
H  1.805  2.474  3.226  0.089
H  0.532  3.588  2.824  0.100
H  0.185  3.288  5.585  0.083
H  1.093  4.569  4.816  0.074
H  2.375  3.315  10.476  0.133
H  1.605  1.619  -0.146  0.109
H  0.545  2.516  0.996  0.084
H  0.652  3.282  -1.453  0.117
H  -0.320  1.893  -1.869  0.094
H  -1.504  3.650  0.317  0.073
H  -1.350  4.285  -1.303  0.115
H  -2.438  1.467  -1.245  0.103
H  -2.667  2.796  -2.355  0.120
H  0.881  -5.271  -1.004  0.130
H  3.290  -5.458  -1.520  0.116
H  4.592  -3.456  -2.026  0.117
H  3.824  -0.162  -3.463  0.010
H  3.533  0.354  -1.268  0.017
O  7.043  -1.255  -5.491  -0.309
S  6.435  0.042  -5.355  0.663
O  5.007  0.205  -5.196  -0.366
C  7.272  0.930  -4.051  -0.236
C  8.421  1.641  -4.759  -0.220
C  7.829  2.202  -6.060  -0.216
C  6.999  1.085  -6.705  -0.220
H  7.598  0.230  -3.285  0.105
H  6.566  1.644  -3.629  0.109
H  8.847  2.427  -4.137  0.115
H  9.214  0.927  -4.993  0.120
H  7.186  3.053  -5.828  0.116
H  8.606  2.554  -6.738  0.113
H  6.136  1.476  -7.238  0.101
H  7.600  0.471  -7.372  0.104

Properties
SMILES	CCCCCCCc1cc(CCCCSc2nnco2)c(CCCCS(=O)(=O)Cl)c2c1C(=O)c1cccc([PH2]=O)c1C2=O.O=S1(=O)CCCC1
HOMO level	-9.4	eV
gap between HOMO and LUMO	8.6	eV
E_tot	-110716.753	eV
2S+1	1
max |F|	2.8	eV Å⁻¹


Record 2
ORCA calculation (wB97M-V/def2-TZVPD) on a structure of composition C31H36BrF6KN8O6S2Se in a non-equilibrium geometry.

Each line ends with the Löwdin charge.
CARTESIAN COORDINATES (ANGSTROEM)
K  -0.666  -0.352  -1.917  0.669
O  3.403  2.937  1.905  0.036
C  4.123  1.942  1.308  -0.280
C  5.337  1.584  1.877  -0.043
C  6.090  0.567  1.304  -0.129
C  5.631  -0.088  0.173  -0.098
C  4.427  0.297  -0.408  0.001
C  3.664  1.314  0.143  -0.086
C  2.423  1.857  -0.544  -0.373
O  2.141  1.186  -1.707  -0.274
N  1.301  1.924  0.407  0.000
N  1.033  0.753  1.102  0.088
C  -0.188  0.610  1.449  -0.209
C  -0.674  -0.495  2.292  -0.586
Br  -2.570  -0.619  2.100  0.837
C  -0.114  -1.335  3.168  -0.114
C  1.256  -1.550  3.657  -0.194
C  2.438  -1.148  3.038  -0.005
C  3.662  -1.432  3.629  -0.070
C  3.736  -2.121  4.829  -0.107
C  2.566  -2.547  5.443  -0.108
C  1.347  -2.267  4.858  -0.059
H  2.489  2.863  1.565  0.071
H  5.663  2.102  2.767  0.105
H  7.033  0.283  1.755  0.089
H  6.210  -0.886  -0.271  0.092
H  4.079  -0.168  -1.320  0.096
H  2.631  2.915  -0.781  0.149
H  0.462  2.297  -0.049  0.094
H  -0.950  1.317  1.115  0.064
H  -0.824  -1.995  3.653  0.075
H  2.406  -0.631  2.093  0.085
H  4.563  -1.113  3.126  0.088
H  4.699  -2.337  5.274  0.090
H  2.604  -3.103  6.373  0.091
H  0.434  -2.606  5.333  0.102
C  -2.665  5.454  -2.759  -0.066
N  -2.213  4.931  -1.489  -0.151
C  -1.496  5.855  -0.639  -0.071
C  -2.295  3.605  -1.097  -0.446
N  -1.883  3.135  0.016  0.148
N  -2.921  2.800  -2.042  0.125
C  -3.312  1.475  -1.854  -0.576
N  -3.240  0.769  -3.059  0.114
N  -3.760  1.036  -0.755  0.139
H  -3.692  5.830  -2.707  0.085
H  -2.596  4.743  -3.574  0.068
H  -2.002  6.271  -3.047  0.084
H  -1.736  6.873  -0.945  0.079
H  -0.408  5.724  -0.700  0.100
H  -1.803  5.753  0.405  0.078
H  -1.480  3.877  0.581  0.031
H  -2.643  2.996  -2.989  0.099
H  -2.484  1.001  -3.689  0.062
H  -3.440  -0.222  -2.971  0.030
H  -3.926  0.031  -0.833  -0.001
F  2.007  -2.550  -5.392  0.108
C  1.664  -1.247  -5.358  -0.661
F  2.308  -0.645  -6.366  0.118
F  0.355  -1.183  -5.621  0.122
S  2.092  -0.535  -3.708  0.602
O  1.199  -1.260  -2.813  -0.476
O  3.499  -0.801  -3.574  -0.287
N  1.647  0.925  -4.044  -0.301
S  1.207  2.121  -3.023  0.598
O  -0.066  1.912  -2.287  -0.489
O  2.002  3.331  -2.826  -0.312
C  0.302  2.876  -4.524  -0.617
F  0.984  2.908  -5.678  0.094
F  -0.882  2.244  -4.828  0.046
F  -0.055  4.159  -4.273  0.068
C  -2.757  -5.092  4.141  -0.072
C  -2.815  -4.544  2.742  -0.306
C  -4.021  -4.220  2.142  -0.053
C  -4.090  -3.724  0.845  -0.347
C  -5.433  -3.377  0.272  -0.119
C  -2.922  -3.519  0.098  -0.632
Se  -3.004  -2.834  -1.678  0.508
C  -1.693  -3.848  0.702  -0.328
C  -0.390  -3.605  -0.002  -0.089
C  -1.661  -4.353  1.994  -0.054
H  -3.569  -4.697  4.754  0.066
H  -1.815  -4.831  4.628  0.062
H  -2.838  -6.183  4.159  0.069
H  -4.944  -4.344  2.700  0.103
H  -6.227  -3.698  0.949  0.061
H  -5.574  -3.834  -0.708  0.044
H  -5.526  -2.302  0.104  0.063
H  -0.189  -2.531  -0.074  0.053
H  -0.407  -3.975  -1.026  0.055
H  0.437  -4.057  0.545  0.075
H  -0.697  -4.581  2.437  0.109

Properties
energy relative to the best compared isomer or geometry (same formula, charge and spin)	48.3	kcal/mol
HOMO level	-2.0	eV
charge	-2
gap between HOMO and LUMO	6.0	eV
E_tot	-246628.746	eV
2S+1	1
max |F|	2.1	eV Å⁻¹


Record 3
ORCA calculation (wB97M-V/def2-TZVPD) on a structure of composition C4H3FO5 in a non-equilibrium geometry.

Each line ends with the Löwdin charge.
CARTESIAN COORDINATES (ANGSTROEM)
C  -1.420  -0.443  0.184  -0.716
C  0.804  -1.049  -0.957  -0.623
C  0.690  1.678  0.941  -0.167
C  -0.011  -0.892  0.241  -0.201
O  -1.766  0.161  -0.898  -0.054
O  0.286  -0.449  -2.047  -0.087
O  -2.193  -0.622  1.126  -0.070
O  1.922  -1.564  -0.974  -0.054
O  1.792  1.706  1.547  -0.129
F  0.452  -1.752  1.228  -0.042
H  0.573  1.874  -0.093  0.046
H  -0.347  1.511  1.300  0.066
H  -0.783  -0.158  -1.599  0.031

Properties
energy relative to the best compared isomer or geometry (same formula, charge and spin)	18.2	kcal/mol
HOMO level	1.0	eV
charge	-2
gap between HOMO and LUMO	5.7	eV
E_tot	-17150.211	eV
2S+1	1
max |F|	2.8	eV Å⁻¹


Record 4
ORCA calculation (wB97M-V/def2-TZVPD) on an isolated molecule of C15H13F4N.

Each line ends with the Löwdin charge.
CARTESIAN COORDINATES (ANGSTROEM)
F  -5.400  -2.356  -2.979  0.054
C  -4.359  -1.712  -2.408  -0.280
C  -4.256  -0.342  -2.554  -0.009
C  -3.185  0.309  -1.966  -0.035
C  -2.235  -0.396  -1.239  -0.223
C  -1.055  0.300  -0.622  -0.184
N  0.170  -0.129  -1.288  -0.066
C  1.354  0.512  -0.742  -0.170
C  1.714  -0.097  0.590  -0.149
C  1.437  -1.442  0.808  -0.031
C  1.751  -2.054  2.006  -0.064
C  2.360  -1.329  3.017  -0.071
C  2.657  0.006  2.819  -0.012
C  2.338  0.620  1.612  -0.074
C  2.677  2.073  1.428  -0.576
F  1.582  2.854  1.319  0.131
F  3.386  2.582  2.445  0.136
F  3.407  2.304  0.319  0.139
C  -2.366  -1.774  -1.112  -0.028
C  -3.426  -2.442  -1.694  -0.004
H  -5.001  0.197  -3.117  0.117
H  -3.093  1.380  -2.073  0.112
H  -0.967  0.020  0.433  0.127
H  -1.191  1.394  -0.670  0.123
H  0.096  0.070  -2.280  0.123
H  1.221  1.601  -0.650  0.112
H  2.186  0.336  -1.431  0.138
H  0.963  -1.991  0.010  0.108
H  1.523  -3.099  2.152  0.105
H  2.607  -1.799  3.956  0.104
H  3.137  0.578  3.598  0.117
H  -1.627  -2.323  -0.550  0.111
H  -3.539  -3.511  -1.602  0.117

Properties
SMILES	Fc1ccc(CNCc2ccccc2C(F)(F)F)cc1
HOMO level	-9.1	eV
gap between HOMO and LUMO	9.9	eV
E_tot	-28126.690	eV
2S+1	1
max |F|	0.4	eV Å⁻¹


Record 5
ORCA calculation (wB97M-V/def2-TZVPD) on a cluster of 9 separate species, C19H47Cl2N7O8 in total in a non-equilibrium geometry.

Each line ends with the Mulliken spin population.
CARTESIAN COORDINATES (ANGSTROEM)
Cl  12.150  -6.420  -9.047  0.000
C  11.746  -4.796  -8.411  0.000
C  10.515  -4.988  -7.644  0.000
Cl  10.264  -3.700  -6.437  0.000
H  11.682  -4.175  -9.305  0.000
H  12.429  -4.271  -7.744  0.000
H  10.577  -5.986  -7.211  0.000
H  9.615  -5.023  -8.258  0.000
C  9.420  1.823  -6.889  0.000
C  9.161  1.694  -5.413  0.000
C  10.471  1.895  -4.667  0.000
O  8.196  2.616  -4.929  0.000
H  8.582  1.493  -7.502  -0.002
H  10.332  1.325  -7.220  0.000
H  9.550  2.894  -7.050  0.000
H  8.867  0.687  -5.117  0.000
H  10.496  1.487  -3.656  0.000
H  10.851  2.916  -4.641  0.000
H  11.275  1.326  -5.134  0.000
H  8.461  2.938  -4.064  0.000
O  7.934  -2.075  -10.868  0.000
C  7.855  -2.352  -9.726  -0.001
N  7.012  -3.344  -9.342  0.001
C  8.744  -1.739  -8.679  -0.001
H  6.539  -3.884  -10.052  0.000
H  6.670  -3.287  -8.393  0.000
H  9.760  -2.107  -8.530  0.000
H  8.254  -1.695  -7.707  0.000
H  8.771  -0.662  -8.847  0.001
O  7.075  -4.019  -14.769  0.000
C  7.519  -3.650  -13.703  0.000
N  6.787  -3.738  -12.618  0.000
C  8.906  -3.110  -13.584  0.000
H  7.147  -3.294  -11.785  0.000
H  5.862  -4.144  -12.611  0.000
H  9.214  -3.259  -12.549  0.000
H  8.862  -2.056  -13.859  0.000
H  9.505  -3.444  -14.430  0.000
O  3.163  -0.710  -9.746  0.062
C  3.551  -1.813  -10.133  -0.006
N  3.300  -2.868  -9.350  0.004
C  4.170  -1.967  -11.483  0.003
H  3.646  -3.773  -9.635  0.001
H  2.845  -2.838  -8.449  0.000
H  5.118  -1.434  -11.547  -0.001
H  3.500  -1.514  -12.214  0.000
H  4.262  -2.984  -11.866  0.001
O  4.600  -5.541  -9.646  0.000
C  4.765  -6.459  -10.399  0.000
N  4.053  -6.569  -11.548  0.000
C  5.778  -7.649  -10.096  0.000
H  3.383  -5.854  -11.797  0.000
H  3.994  -7.458  -12.024  0.000
H  5.913  -7.684  -9.014  0.000
H  6.686  -7.616  -10.699  0.000
H  5.495  -8.656  -10.404  0.000
O  9.471  0.647  -11.786  0.003
C  10.503  0.081  -12.021  0.000
N  10.788  -1.026  -11.361  0.000
C  11.436  0.658  -13.049  0.000
H  11.725  -1.402  -11.359  0.000
H  10.180  -1.399  -10.646  0.000
H  11.192  0.027  -13.904  0.000
H  12.461  0.336  -12.865  0.000
H  11.397  1.731  -13.240  0.000
O  4.720  2.322  -9.038  0.835
C  5.683  2.424  -9.782  -0.011
N  5.836  3.416  -10.563  0.043
C  6.632  1.267  -9.970  0.048
H  5.179  4.173  -10.442  0.005
H  6.644  3.445  -11.169  -0.002
H  7.093  1.139  -10.949  0.011
H  6.095  0.360  -9.693  0.004
H  7.483  1.403  -9.302  -0.001
O  6.324  -2.863  -6.304  0.000
C  5.909  -3.732  -5.549  0.000
N  5.355  -3.584  -4.371  0.000
C  6.129  -5.129  -6.053  0.000
H  5.223  -4.442  -3.855  0.000
H  5.158  -2.703  -3.917  0.000
H  6.207  -5.841  -5.232  0.000
H  6.995  -5.070  -6.712  0.000
H  5.318  -5.296  -6.762  0.000

Properties
HOMO level (spin up / spin down)	-10.8 / -10.8	eV
charge	+1
gap between HOMO and LUMO (spin up / spin down)	8.4 / 2.9	eV
E_tot	-72314.947	eV
2S+1	2
max |F|	4.4	eV Å⁻¹


Record 6
ORCA calculation (wB97M-V/def2-TZVPD) on an isolated molecule of C17H9FN2O3S in a non-equilibrium geometry.

Each line ends with the Löwdin charge.
CARTESIAN COORDINATES (ANGSTROEM)
O  -1.688  5.513  -2.404  0.090
C  -2.003  4.417  -1.938  -0.386
N  -3.285  4.124  -1.518  0.115
C  -3.259  2.990  -0.759  -0.744
S  -4.575  2.600  0.201  0.695
N  -1.994  2.401  -0.879  0.070
C  -1.172  3.277  -1.592  -0.100
C  0.178  2.998  -1.700  0.094
C  0.759  1.783  -1.095  -0.159
C  2.125  1.524  -1.226  -0.009
C  2.696  0.392  -0.609  0.036
C  1.846  -0.509  0.064  -0.194
O  2.483  -1.619  0.627  0.023
C  1.670  -2.631  1.075  -0.316
C  1.625  -2.862  2.443  0.014
C  0.849  -3.918  2.943  0.004
C  0.128  -4.725  2.067  -0.260
F  -0.731  -5.667  2.555  0.045
C  0.168  -4.500  0.695  0.015
C  0.982  -3.455  0.214  -0.003
C  0.473  -0.238  0.215  0.082
C  -0.087  0.907  -0.373  -0.054
C  -1.536  1.227  -0.236  -0.311
O  -2.338  0.480  0.316  0.066
H  -3.945  4.891  -1.366  0.169
H  0.797  3.681  -2.295  0.134
H  2.685  2.237  -1.833  0.119
H  3.773  0.242  -0.664  0.125
H  2.169  -2.249  3.185  0.135
H  0.754  -4.075  4.005  0.116
H  -0.406  -5.087  -0.019  0.122
H  1.082  -3.285  -0.859  0.133
H  -0.223  -0.864  0.761  0.133

Properties
SMILES	O=C1NC(=S)n2c1cc1ccc(Oc3ccc(F)cc3)cc1c2=O
HOMO level	-8.7	eV
gap between HOMO and LUMO	7.4	eV
E_tot	-40450.746	eV
2S+1	1
max |F|	3.7	eV Å⁻¹